1.
2 unconnected molecules or ions with the total composition CH6BrN2, computed with the ωB97M-V functional and the def2-TZVPD basis.

The geometry in ORCA input format:
```
! RIJCOSX wB97M-V def2-TZVPD def2/J DEFGRID3
* xyz 1 1
N 1.9184 -0.3822 0.6400
H -3.6351 0.3049 -1.3259
H 2.1465 -1.3947 0.7607
C 0.6504 -0.2143 0.4186
H 2.6090 0.2051 0.2026
Br -3.0937 -0.3126 -0.2401
H -1.0336 0.6487 -0.2188
H 0.5358 1.4355 -0.7327
N -0.0240 0.7234 -0.2498
H -0.0737 -1.0138 0.7454
*
```

Summary:
Molecular weight in g mol⁻¹: 125.98
E_LUMO in eV: -3.8
Energy above the lowest of the compared OMol25 structures with the same formula, charge and spin in eV: 0.000
HOMO-LUMO gap in eV: 11.26

2.
2 unconnected molecules or ions with the total composition CH6ClNSi, computed with the ωB97M-V functional and the def2-TZVPD basis.

The geometry in ORCA input format:
```
! RIJCOSX wB97M-V def2-TZVPD def2/J DEFGRID3
* xyz 0 1
H -1.9570 -0.7913 -0.3806
H 2.7689 -1.9746 1.1235
H -0.5860 1.1594 -0.5928
N -1.8148 -0.3550 0.5081
H 1.2242 -1.2674 0.9301
H 1.2987 -2.9920 0.3480
C 1.8511 -2.0126 0.3784
H -2.3390 -0.8825 1.1683
Si -0.5444 0.7115 0.8837
Cl 2.2617 -1.5019 -1.2421
*
```

Summary:
Molecular weight in g mol⁻¹: 95.60
E_LUMO in eV: 0.2
Energy above the lowest of the compared OMol25 structures with the same formula, charge and spin in eV: 3.639
HOMO-LUMO gap in eV: 8.74

3.
2 unconnected molecules or ions with the total composition CH6ClNSi, computed with the ωB97M-V functional and the def2-TZVPD basis.

The geometry in ORCA input format:
```
! RIJCOSX wB97M-V def2-TZVPD def2/J DEFGRID3
* xyz 0 1
H -2.4532 1.6498 1.0171
N 3.1439 -0.6395 -2.0447
H -2.4847 -0.2600 0.9357
Cl -2.0005 0.5101 3.0694
C -2.7713 0.6887 1.4711
H 3.8607 -1.0982 -1.3765
H 1.4400 -0.9210 -0.1925
H 3.6350 -0.1964 -2.8447
H -3.8221 0.6895 1.7218
Si 1.4522 -0.4229 -1.7567
*
```

Summary:
Molecular weight in g mol⁻¹: 95.60
E_LUMO in eV: 0.2
Energy above the lowest of the compared OMol25 structures with the same formula, charge and spin in eV: 3.527
HOMO-LUMO gap in eV: 8.71

4.
A gas-phase ion, CH6N (charge +1), computed with the ωB97M-V functional and the def2-TZVPD basis.

The geometry in ORCA input format:
```
! RIJCOSX wB97M-V def2-TZVPD def2/J DEFGRID3
* xyz 1 1
C 0.0018 0.4127 -0.6071
H -0.6770 -1.2172 0.6863
H -0.2647 0.1582 1.4324
H 0.8907 -0.9070 0.6610
H -0.1795 -0.1693 -1.5048
H -0.7315 1.2163 -0.4812
N -0.0149 -0.4260 0.6277
H 0.9751 0.9323 -0.8142
*
```

Summary:
Molecular weight in g mol⁻¹: 32.07
E_LUMO in eV: -4.3
Structure (SMILES): C[NH3+]
Energy above the lowest of the compared OMol25 structures with the same formula, charge and spin in eV: 0.258
HOMO-LUMO gap in eV: 14.87

5.
2 unconnected molecules or ions with the total composition CH6N, computed with the ωB97M-V functional and the def2-TZVPD basis.

The geometry in ORCA input format:
```
! RIJCOSX wB97M-V def2-TZVPD def2/J DEFGRID3
* xyz 1 3
H -1.5362 0.9143 0.4790
H 0.9654 -0.3116 -0.9301
H -1.1855 -0.0759 -1.0534
H 1.4649 0.9377 0.0694
H -1.2533 -0.8530 0.5717
H 1.5926 -0.6203 0.8002
C -1.1257 0.0186 0.0153
N 1.0778 -0.0098 0.0479
*
```

Summary:
Molecular weight in g mol⁻¹: 32.07
E_LUMO (spin up / spin down) in eV: -4.6 / -10.6
Energy above the lowest of the compared OMol25 structures with the same formula, charge and spin in eV: 0.178
⟨S²⟩: 2.0066
HOMO-LUMO gap (spin up / spin down) in eV: 8.93 / 8.03

6.
A single CH6N2 molecule, computed with the ωB97M-V functional and the def2-TZVPD basis.

The geometry in ORCA input format:
```
! RIJCOSX wB97M-V def2-TZVPD def2/J DEFGRID3
* xyz 0 1
H 0.0295 1.7672 -0.3321
N 0.2050 -1.1495 -0.4497
H 0.1698 -1.0059 -1.4482
C -0.5305 -0.1223 0.2657
H 1.1004 1.0554 0.6834
H -1.4478 0.0606 -0.2899
H 1.1708 -1.2446 -0.1470
H -0.8106 -0.5294 1.2378
N 0.1133 1.1684 0.4802
*
```

Summary:
Molecular weight in g mol⁻¹: 46.07
E_LUMO in eV: 1.2
Structure (SMILES): NCN
Energy above the lowest of the compared OMol25 structures with the same formula, charge and spin in eV: 0.024
HOMO-LUMO gap in eV: 10.22

7.
2 unconnected molecules or ions with the total composition CH6N2, computed with the ωB97M-V functional and the def2-TZVPD basis.

The geometry in ORCA input format:
```
! RIJCOSX wB97M-V def2-TZVPD def2/J DEFGRID3
* xyz 0 1
N 3.4505 -2.1420 0.7436
H 2.9324 -2.8154 0.1637
H 1.4729 -1.4458 1.1574
H -2.6459 2.5229 -1.9826
H 2.9123 -0.9310 2.2315
N -3.4614 2.4921 -1.3784
H -3.1438 2.0208 -0.5299
C 2.5506 -1.4480 1.3120
H -4.0677 1.7464 -1.7173
*
```

Summary:
Molecular weight in g mol⁻¹: 46.07
E_LUMO in eV: 1.0
Structure (SMILES): C=N.N
Energy above the lowest of the compared OMol25 structures with the same formula, charge and spin in eV: 0.986
HOMO-LUMO gap in eV: 11.39

8.
2 unconnected molecules or ions with the total composition CH6N2, computed with the ωB97M-V functional and the def2-TZVPD basis.

The geometry in ORCA input format:
```
! RIJCOSX wB97M-V def2-TZVPD def2/J DEFGRID3
* xyz 0 1
H 0.2974 -4.5374 -2.3476
H 0.3564 3.9876 2.8957
H -1.2445 -4.3500 -2.8581
C 0.1093 3.6236 1.9284
H -0.8625 3.2234 1.4994
N -0.6442 -4.8234 -2.1319
H -0.8420 -4.4508 -1.1843
N 1.0435 3.9725 1.0308
H 1.7865 3.3545 1.1677
*
```

Summary:
Molecular weight in g mol⁻¹: 46.07
E_LUMO in eV: -0.1
Structure (SMILES): C=N.N
Energy above the lowest of the compared OMol25 structures with the same formula, charge and spin in eV: 3.092
HOMO-LUMO gap in eV: 8.52

9.
A molecular structure, CH6N2O2, computed with the ωB97M-V functional and the def2-TZVPD basis.

The geometry in ORCA input format:
```
! RIJCOSX wB97M-V def2-TZVPD def2/J DEFGRID3
* xyz 0 1
C 1.3902 -0.6056 -0.1123
O -0.9317 0.6473 0.1326
H 1.8001 -1.0444 -1.0335
N 0.5228 -1.2449 0.6467
H -2.3083 1.9607 -0.3327
H -0.0517 -1.8599 0.0639
H 0.1472 0.2814 -0.3516
H 1.9607 0.3535 1.4098
O 2.3385 0.1317 0.5447
N -2.0460 1.0068 -0.5754
H -2.8218 0.3734 -0.3923
*
```

Summary:
Molecular weight in g mol⁻¹: 78.07
E_LUMO (spin up / spin down) in eV: 0.0 / 0.0
Energy above the lowest of the compared OMol25 structures with the same formula, charge and spin in eV: 6.027
HOMO-LUMO gap (spin up / spin down) in eV: 8.49 / 8.49

10.
3 unconnected molecules or ions with the total composition CH6N2O2, computed with the ωB97M-V functional and the def2-TZVPD basis.

The geometry in ORCA input format:
```
! RIJCOSX wB97M-V def2-TZVPD def2/J DEFGRID3
* xyz 0 1
N 1.2395 0.0309 1.2927
H 0.6193 -0.1951 -0.1563
H 1.6212 -0.7474 1.8463
O -0.0170 -0.7900 -2.1854
C -1.4317 0.1526 -0.5444
H -0.3506 -0.2064 -2.8405
O -2.5082 0.3988 -0.9660
H 1.9112 0.8273 1.5448
N -0.2566 -0.2742 -0.9006
H -1.0785 0.4601 1.4648
H 0.2515 0.3434 1.4447
*
```

Summary:
Molecular weight in g mol⁻¹: 78.07
E_LUMO (spin up / spin down) in eV: -0.1 / -0.1
Energy above the lowest of the compared OMol25 structures with the same formula, charge and spin in eV: 6.535
HOMO-LUMO gap (spin up / spin down) in eV: 8.74 / 8.74

11.
A molecular structure, CH6N2O2S, computed with the ωB97M-V functional and the def2-TZVPD basis.

The geometry in ORCA input format:
```
! RIJCOSX wB97M-V def2-TZVPD def2/J DEFGRID3
* xyz 0 1
H -1.8692 0.8736 -0.7919
O 1.2489 1.2226 -1.4289
C -1.3475 0.4267 0.1105
H -2.0972 0.2037 1.0153
H 1.7747 -1.4988 -0.0844
N 2.3982 1.0004 0.7183
H -1.0442 -0.5464 -0.2358
O -0.3193 1.2077 0.6201
H 2.2269 0.8542 1.6880
H 0.7525 -1.4938 -1.3192
N 0.7731 -1.4468 -0.2335
S 1.1207 0.7537 -0.0682
*
```

Summary:
Molecular weight in g mol⁻¹: 110.14
E_LUMO in eV: -0.5
Energy above the lowest of the compared OMol25 structures with the same formula, charge and spin in eV: 3.237
HOMO-LUMO gap in eV: 9.81

12.
A single CH6N2O3S molecule, computed with the ωB97M-V functional and the def2-TZVPD basis.

The geometry in ORCA input format:
```
! RIJCOSX wB97M-V def2-TZVPD def2/J DEFGRID3
* xyz 0 1
N -1.0779 1.6556 -0.0818
C -0.6282 0.4836 0.4237
H -0.7637 0.2964 1.4486
O 1.1757 -0.0874 -1.4181
O 2.0995 0.8117 0.6863
O 1.1714 -1.6315 0.4231
H -0.9454 1.6987 -1.1844
H -0.6576 2.3866 0.4092
H 2.0698 -1.9656 0.5039
H -1.5014 -1.6678 0.3309
N -1.4118 -0.8920 -0.3945
H -0.6615 -1.0678 -1.1259
S 1.1313 -0.0205 -0.0211
*
```

Summary:
Molecular weight in g mol⁻¹: 126.14
E_LUMO in eV: 0.5
Structure (SMILES): NC(N)S(=O)(=O)O
Energy above the lowest of the compared OMol25 structures with the same formula, charge and spin in eV: 1.523
HOMO-LUMO gap in eV: 10.20

13.
A molecular structure, CH6N2O4S2, computed with the ωB97M-V functional and the def2-TZVPD basis.

The geometry in ORCA input format:
```
! RIJCOSX wB97M-V def2-TZVPD def2/J DEFGRID3
* xyz 0 1
O -0.2523 -0.6283 1.4489
H 0.3722 0.6629 -1.8915
C -0.0817 0.8771 -0.9973
H 2.5188 -1.9775 -0.0504
N 1.9442 -1.2695 -0.6224
H -1.1068 1.2288 -1.1009
H 0.6120 1.5059 -0.2775
O 0.6912 1.7872 1.6146
O -1.6464 1.4230 0.9384
H 2.0582 -0.4394 -0.1291
O 0.5392 -1.7005 -0.5928
S -0.6320 1.2788 1.9958
S -0.5132 -0.6377 -0.0586
N -1.8569 -1.0985 -0.4989
H -2.6463 -1.0123 0.2215
*
```

Summary:
Molecular weight in g mol⁻¹: 174.20
E_LUMO in eV: 0.1
Energy above the lowest of the compared OMol25 structures with the same formula, charge and spin in eV: 2.621
HOMO-LUMO gap in eV: 10.50

14.
A gas-phase ion, CH6N2P (charge +1), computed with the ωB97M-V functional and the def2-TZVPD basis.

The geometry in ORCA input format:
```
! RIJCOSX wB97M-V def2-TZVPD def2/J DEFGRID3
* xyz 1 1
N 0.6262 0.2547 -1.3034
P 0.8272 -1.4766 1.2081
H -2.0346 0.7981 -0.6803
N -1.4023 0.2719 -0.0901
H -0.4771 -1.8836 1.3132
H 1.5902 -0.0233 -1.4200
C -0.1356 -0.0218 -0.2700
H 0.6289 -0.8585 2.3742
H -1.7519 -0.1894 0.6762
H 0.1238 0.5796 -2.0924
*
```

Summary:
Molecular weight in g mol⁻¹: 77.05
E_LUMO in eV: -4.5
Structure (SMILES): NC(=[NH2+])P
Energy above the lowest of the compared OMol25 structures with the same formula, charge and spin in eV: 0.933
HOMO-LUMO gap in eV: 10.80

15.
A gas-phase ion, CH6N2P (charge +1), computed with the ωB97M-V functional and the def2-TZVPD basis.

The geometry in ORCA input format:
```
! RIJCOSX wB97M-V def2-TZVPD def2/J DEFGRID3
* xyz 1 1
P -0.4482 -1.3383 1.1740
H -0.9830 1.1495 -1.5387
H -1.4005 -2.1389 0.5104
H 1.2025 0.6837 0.9087
C -0.2359 -0.1129 -0.2699
N -0.9533 0.1237 -1.2876
H -1.6649 -0.4177 -1.6789
H 0.8537 1.7082 -0.3970
N 0.6549 0.8609 0.1304
H -1.5002 -0.5092 1.5545
*
```

Summary:
Molecular weight in g mol⁻¹: 77.05
E_LUMO in eV: -4.3
Structure (SMILES): NC(=[NH2+])P
Energy above the lowest of the compared OMol25 structures with the same formula, charge and spin in eV: 0.182
HOMO-LUMO gap in eV: 11.26

16.
2 unconnected molecules or ions with the total composition CH6N2S, computed with the ωB97M-V functional and the def2-TZVPD basis.

The geometry in ORCA input format:
```
! RIJCOSX wB97M-V def2-TZVPD def2/J DEFGRID3
* xyz 0 1
S -5.0864 -0.7526 1.4603
H 1.7740 -0.9438 -1.6495
C 2.5678 0.4356 -0.4554
N 3.5494 0.4850 -1.2929
H 2.3222 1.1714 0.3105
H -5.9605 -1.6351 1.9504
N 1.5075 -0.3984 -0.8463
H 0.6220 0.0707 -0.7885
H -5.5051 0.3905 2.2363
H 4.2091 1.1766 -0.9250
*
```

Summary:
Molecular weight in g mol⁻¹: 78.14
E_LUMO in eV: 0.8
Structure (SMILES): [H]/N=C/N.S
Energy above the lowest of the compared OMol25 structures with the same formula, charge and spin in eV: 0.671
HOMO-LUMO gap in eV: 10.12

17.
2 unconnected molecules or ions with the total composition CH6N2S2, computed with the ωB97M-V functional and the def2-TZVPD basis.

The geometry in ORCA input format:
```
! RIJCOSX wB97M-V def2-TZVPD def2/J DEFGRID3
* xyz 0 1
H 0.2434 -2.8765 -0.8780
S -1.2414 1.4187 0.7367
H -1.2791 3.1283 -1.3215
H 1.5840 0.5518 0.4317
H -2.4347 0.9201 1.2356
N 0.4780 -2.4862 -0.0241
H 0.6188 -0.8111 -1.2757
C 1.0104 -1.3210 -0.3273
H 1.8355 -0.7469 1.4691
S -2.3538 2.6708 -0.5946
N 1.5388 -0.4480 0.5482
*
```

Summary:
Molecular weight in g mol⁻¹: 110.21
E_LUMO in eV: 0.0
Structure (SMILES): [H]/N=C/N.SS
Energy above the lowest of the compared OMol25 structures with the same formula, charge and spin in eV: 1.032
HOMO-LUMO gap in eV: 8.78

18.
A molecular structure, CH6N3, computed with the ωB97M-V functional and the def2-TZVPD basis.

The geometry in ORCA input format:
```
! RIJCOSX wB97M-V def2-TZVPD def2/J DEFGRID3
* xyz 1 1
H 0.1958 -0.6334 -1.1331
H -0.1876 -0.1430 1.6220
H -1.6114 0.3460 -0.5635
N -0.0055 0.2681 0.6699
N 1.3276 -0.4618 -1.5370
N -0.8554 -0.2811 -0.3384
C 2.1296 0.1352 -0.9799
H -0.2779 1.2154 0.7993
H 3.0836 0.6182 -0.8537
H -1.4515 -1.0741 -0.0286
*
```

Summary:
Molecular weight in g mol⁻¹: 60.08
E_LUMO in eV: -4.2
Energy above the lowest of the compared OMol25 structures with the same formula, charge and spin in eV: 3.931
HOMO-LUMO gap in eV: 11.27

19.
A gas-phase ion, CH6N3 (charge +1), computed with the ωB97M-V functional and the def2-TZVPD basis.

The geometry in ORCA input format:
```
! RIJCOSX wB97M-V def2-TZVPD def2/J DEFGRID3
* xyz 1 1
N 1.6447 0.2005 0.0535
N -0.7862 0.2445 0.2293
H -2.6692 -0.3840 0.5822
H 2.3087 0.8744 -0.4689
N 0.3269 0.6720 -0.4032
H -2.5914 1.1761 -0.2975
H 1.8533 -0.7705 -0.2556
C -2.0749 0.3317 0.0214
H 1.9249 0.2997 1.1090
H -0.5275 -0.6226 0.6925
*
```

Summary:
Molecular weight in g mol⁻¹: 60.08
E_LUMO in eV: -4.3
Energy above the lowest of the compared OMol25 structures with the same formula, charge and spin in eV: 5.380
HOMO-LUMO gap in eV: 9.30

20.
A gas-phase ion, CH6N3O (charge -1), computed with the ωB97M-V functional and the def2-TZVPD basis.

The geometry in ORCA input format:
```
! RIJCOSX wB97M-V def2-TZVPD def2/J DEFGRID3
* xyz -1 1
H 0.5773 0.5681 -1.4714
N -1.2624 -1.3228 -0.0033
H -1.2180 -0.2085 1.5066
N -1.0947 0.0008 0.5223
H -0.9399 -1.1167 -0.9157
H 0.2762 2.0630 -0.7190
C 0.8187 1.0769 -0.5693
N 0.3469 0.3527 0.6847
O 1.0352 -0.8029 0.7930
H -0.3785 -1.8166 0.4000
H 1.8391 1.2062 -0.2279
*
```

Summary:
Molecular weight in g mol⁻¹: 76.08
E_LUMO in eV: 4.8
Structure (SMILES): CN([O-])NN
Energy above the lowest of the compared OMol25 structures with the same formula, charge and spin in eV: 1.020
HOMO-LUMO gap in eV: 6.66